[1]
Here is 9 unconnected molecules or ions with the total composition C19H26Cl8F4O15 at a distorted geometry from OMol25. Energies are from ωB97M-V/def2-TZVPD.

Computed properties:
- E_tot: -5948.78445 hartree
- Strongest force on any atom: 0.150 Eh/bohr
- Spin multiplicity: 2
- Net charge: +1
- Energy above the lowest of the compared OMol25 structures with the same formula, charge and spin: 2.8 kcal per mole

The geometry in XYZ format:
```
72
Properties=species:S:1:pos:R:3:forces:R:3
C -0.320 -0.401 4.343 -2.1638 1.1048 0.7778
O 0.823 -1.171 4.237 0.9340 -2.1840 -1.6097
C 0.790 -2.338 3.472 -2.7927 1.2096 0.4051
O -0.248 -2.807 2.991 2.6455 0.6596 0.7390
O 2.030 -2.767 3.427 0.2824 0.0490 -0.0008
C 2.368 -4.042 2.916 0.7101 -0.9628 0.2285
H -0.051 0.646 4.484 0.3755 -0.1649 -0.0374
H -0.943 -0.684 5.191 0.3959 -0.2201 0.5272
H -1.099 -0.407 3.580 0.7327 -0.5012 -0.9061
H 3.378 -4.257 3.267 0.0731 0.4074 0.1125
H 2.445 -4.098 1.831 -0.5900 0.2869 -0.0146
H 1.787 -4.859 3.345 -0.5621 0.2845 -0.2846
C -0.575 1.362 0.911 1.2034 1.5407 -0.5002
C -1.432 1.725 -0.282 1.9121 -0.8521 1.6886
O -2.639 1.197 0.177 -1.8177 -0.0648 -2.1260
C -2.683 1.269 1.497 -1.8314 0.4938 3.0861
O -3.704 1.072 2.140 2.5492 0.3836 -1.3569
O -1.466 1.697 1.945 -1.7296 -0.7302 1.0899
F -0.995 1.031 -1.320 -0.2464 -0.4396 -1.7595
H 0.282 2.035 0.956 0.1475 -0.4767 0.3378
H -0.339 0.298 0.942 0.1951 0.0350 -0.2179
H -1.447 2.798 -0.475 -0.3954 0.0236 -0.3239
C 0.856 -4.492 -0.832 1.5488 0.1304 -0.8939
C -0.316 -5.268 -0.368 0.9182 -1.1752 0.2449
O -1.302 -4.288 -0.376 -1.8247 -2.1445 0.6044
C -0.756 -3.123 -0.166 -0.7217 4.9729 -0.5749
O -1.371 -2.080 0.051 1.0048 -2.3423 -0.1585
O 0.540 -3.134 -0.488 0.4603 -0.6665 0.3434
F -0.091 -5.752 0.890 -0.3463 0.2840 0.4989
H 0.972 -4.625 -1.907 -0.2368 0.4835 -0.2269
H 1.822 -4.806 -0.436 -0.2670 0.1515 0.5077
H -0.509 -6.168 -0.950 -0.6924 0.4992 -0.3457
C -0.724 -0.096 -4.147 3.0225 -0.8186 -1.1571
C -2.067 -0.496 -4.490 -1.2215 -1.9344 1.8432
O -2.012 -1.132 -5.757 -4.3797 -1.4087 2.5651
C -0.950 -0.796 -6.331 5.9472 1.0475 -4.7717
O -0.547 -1.070 -7.465 -1.6455 0.5498 3.0760
O -0.208 -0.037 -5.485 1.6064 0.6820 -0.3233
F -2.820 0.570 -4.553 -2.3260 2.4743 -0.7506
H -0.216 -0.916 -3.641 0.1333 -0.0837 0.1915
H -0.454 0.821 -3.624 -0.8393 0.0295 -0.1709
H -2.500 -1.138 -3.723 -0.2232 -0.5315 -0.4687
C 5.675 0.394 1.968 -0.1488 1.2833 0.1906
C 5.514 1.864 1.535 -1.1774 -1.2951 0.2152
O 4.172 2.160 1.978 1.0398 0.6491 -0.6714
C 3.449 1.022 2.013 -1.0764 -0.5928 2.3148
O 2.263 0.967 2.301 2.4848 0.0529 -1.4754
O 4.300 -0.039 1.972 0.0510 -0.4267 -0.4147
F 5.479 1.868 0.168 0.2759 0.4916 -0.1334
H 6.128 0.325 2.957 -0.4290 -0.0309 0.2487
H 6.355 -0.135 1.300 -0.6885 -0.2347 -0.3244
H 6.251 2.573 1.913 -0.4036 0.1209 -0.0564
C -4.740 -1.553 -0.648 -0.8795 -0.3503 -0.2138
Cl -5.136 -1.461 -2.411 0.8189 0.2561 0.7806
Cl -6.108 -0.951 0.261 0.1357 0.2177 0.2422
H -4.653 -2.610 -0.396 0.0882 -0.1233 -0.2362
H -3.819 -1.065 -0.330 0.0671 0.2601 -0.5040
C 0.987 6.039 1.782 -0.0939 0.5155 0.8731
Cl 1.818 4.548 1.384 -0.1273 -0.2095 -0.3419
Cl 1.872 6.835 3.152 -0.5463 -0.0761 -0.7915
H 0.903 6.700 0.919 0.4868 -0.0394 0.1842
H -0.023 5.833 2.137 0.2606 -0.1845 0.0736
C -5.165 2.460 -1.313 -0.4282 0.8564 1.6462
Cl -6.373 3.831 -1.235 0.9123 -0.5418 -0.6526
Cl -4.741 2.267 -3.006 -0.6278 -0.2316 0.5403
H -4.291 2.725 -0.719 -0.0726 0.2367 -0.4205
H -5.676 1.680 -0.748 0.1014 -0.6405 -0.9814
C 2.576 2.957 -2.540 0.6032 -0.0224 -0.6702
Cl 1.202 3.112 -3.645 -0.1769 0.3336 0.0353
Cl 2.154 1.974 -1.149 0.1814 -0.0845 0.1413
H 3.348 2.480 -3.143 -0.0652 -0.2289 0.3963
H 2.969 3.926 -2.232 -0.5108 -0.0420 0.1177
```
Forces are in eV/Å.

=====

[2]
Here is a molecular structure, C19H26ClNO2OsP from OMol25. Energies are from ωB97M-V/def2-TZVPD.

Computed properties:
- E_tot: -1836.01740 hartree
- Strongest force on any atom: 0.004 Eh/bohr
- Net charge: +3
- Energy above the lowest of the compared OMol25 structures with the same formula, charge and spin: 0.1 kcal per mole

The geometry in XYZ format:
```
51
Properties=species:S:1:pos:R:3:forces:R:3
Os -0.399 0.497 0.772 0.1516 -0.0509 -0.1378
Cl 4.628 -0.582 5.778 -0.0043 -0.0018 0.0054
C 3.644 -0.395 4.397 0.0172 0.0056 -0.0283
C 4.244 -0.231 3.133 0.0104 -0.0047 0.0345
C 3.493 -0.076 1.986 -0.0467 0.0074 -0.0056
C 2.107 -0.077 2.066 -0.0023 -0.0264 0.1289
O 1.422 -0.014 0.906 0.0135 0.1055 -0.0546
C 1.477 -0.236 3.337 -0.0262 0.0289 -0.1246
C 0.089 -0.285 3.496 0.0410 -0.0682 -0.0193
O -0.794 -0.131 2.575 -0.0857 -0.0143 0.1288
C 2.279 -0.404 4.497 -0.0101 0.0018 0.0290
H 5.325 -0.229 3.070 -0.0011 -0.0001 -0.0078
H 3.969 0.033 1.021 0.0050 -0.0008 0.0022
H -0.333 -0.507 4.475 0.0200 0.0226 0.0150
H 1.804 -0.533 5.461 0.0057 -0.0008 0.0024
C -3.868 5.308 0.509 0.0071 0.0029 0.0113
N -3.384 4.187 1.382 -0.0094 0.0281 0.0317
C -2.134 4.579 2.104 -0.0025 -0.0079 -0.0079
C -3.266 2.851 0.673 0.0091 -0.0310 -0.0005
C -2.160 2.800 -0.351 0.0322 0.0508 -0.0688
C -2.331 3.386 -1.597 -0.0251 -0.0005 -0.0107
C -1.308 3.410 -2.549 0.0637 -0.0045 -0.0253
C -0.067 2.874 -2.264 -0.0261 0.0327 -0.0690
C 0.145 2.256 -1.030 -0.1317 -0.1227 0.1447
C -0.923 2.164 -0.117 0.0326 0.0426 0.0325
H -4.080 6.163 1.146 0.0013 0.0019 -0.0033
H -4.776 4.997 -0.003 -0.0015 0.0022 -0.0024
H -3.086 5.567 -0.199 -0.0095 0.0024 0.0060
H -4.108 4.049 2.091 -0.0010 -0.0050 0.0003
H -1.361 4.790 1.370 -0.0005 0.0014 0.0019
H -1.832 3.765 2.759 -0.0044 0.0030 0.0056
H -2.338 5.470 2.692 0.0011 0.0029 -0.0028
H -4.237 2.668 0.214 0.0003 0.0069 -0.0035
H -3.116 2.115 1.463 0.0048 -0.0088 0.0194
H -3.285 3.832 -1.855 0.0024 -0.0136 0.0107
H -1.484 3.886 -3.505 -0.0006 0.0051 0.0025
H 0.748 2.967 -2.971 0.0057 -0.0093 0.0056
H 1.142 1.904 -0.776 0.0322 0.0060 -0.0216
C -2.949 -1.194 -0.566 0.0119 -0.0045 -0.0549
P -1.150 -1.262 -0.531 -0.0691 0.0356 -0.0275
C -0.623 -2.821 0.187 0.0095 0.0020 0.0297
C -0.530 -1.149 -2.212 -0.0109 0.0082 0.0038
H -3.324 -2.040 -1.148 0.0138 -0.0036 -0.0051
H -3.268 -0.273 -1.056 -0.0407 -0.0115 0.0120
H -3.368 -1.257 0.439 0.0204 0.0046 0.0081
H -0.997 -3.634 -0.441 -0.0061 0.0016 -0.0024
H -1.030 -2.934 1.192 0.0053 -0.0100 0.0000
H 0.465 -2.871 0.217 0.0018 -0.0005 0.0038
H -0.911 -1.999 -2.784 -0.0049 -0.0010 0.0062
H 0.560 -1.182 -2.217 0.0014 -0.0019 0.0162
H -0.871 -0.225 -2.678 -0.0010 -0.0083 -0.0146
```
Forces are in eV/Å.

=====

[3]
Here is a molecular structure, C19H26CsF6N5PS2 from OMol25. Energies are from ωB97M-V/def2-TZVPD.

Computed properties:
- E_tot: -2770.61914 hartree
- Strongest force on any atom: 0.006 Eh/bohr
- Spin multiplicity: 2
- Net charge: 0
- Energy above the lowest of the compared OMol25 structures with the same formula, charge and spin: 7.2 kcal per mole

The geometry in XYZ format:
```
60
Properties=species:S:1:pos:R:3:forces:R:3
Cs -1.119 0.695 -0.653 -0.0499 -0.0661 -0.0128
C -2.959 -2.393 0.975 -0.0046 -0.0015 0.0058
N -2.595 -1.107 1.541 -0.0365 0.0336 -0.0066
C -3.744 -0.485 2.184 -0.0127 -0.0133 0.0234
C -1.474 -1.260 2.467 0.0192 0.0209 -0.0166
C -0.989 0.084 3.016 0.0163 0.0179 -0.0894
N 0.461 0.143 3.090 0.0014 -0.0040 -0.0010
C 0.992 -0.819 4.038 -0.0083 0.0091 -0.0283
C 0.905 1.488 3.423 -0.0149 -0.0171 -0.0131
H -3.353 -3.089 1.733 0.0218 -0.0124 0.0054
H -2.082 -2.854 0.516 -0.0010 -0.0022 -0.0039
H -3.727 -2.259 0.211 -0.0085 -0.0020 0.0035
H -4.094 -1.068 3.051 -0.0059 -0.0072 -0.0049
H -4.566 -0.407 1.471 0.0019 -0.0066 -0.0096
H -3.499 0.522 2.519 0.0055 -0.0025 -0.0046
H -0.648 -1.717 1.913 -0.0060 -0.0030 0.0051
H -1.742 -1.949 3.285 -0.0103 0.0027 0.0038
H -1.459 0.301 3.992 0.0498 -0.0147 0.0228
H -1.312 0.880 2.342 -0.0328 0.0488 0.0448
H 0.624 -0.637 5.063 -0.0019 0.0012 0.0033
H 2.080 -0.758 4.049 -0.0026 0.0007 -0.0015
H 0.718 -1.835 3.750 0.0026 -0.0008 0.0027
H 0.573 1.798 4.428 -0.0019 0.0060 0.0008
H 0.516 2.206 2.701 -0.0048 0.0013 -0.0013
H 1.995 1.525 3.398 -0.0031 0.0019 0.0008
S -0.266 -2.386 -5.330 -0.1072 0.0348 -0.0554
C -0.829 -3.554 -4.210 0.0947 -0.0872 -0.0263
C -0.775 -3.118 -2.921 -0.0637 0.0947 0.0227
C -0.305 -1.793 -2.903 0.0504 0.0476 -0.0135
C 0.027 -1.215 -4.078 0.0249 -0.1123 0.0693
C 0.564 0.126 -4.332 0.0123 0.0172 -0.0335
C 0.907 0.562 -5.610 0.0094 -0.0026 0.0005
C 1.414 1.840 -5.765 -0.0071 -0.0090 -0.0207
C 1.565 2.648 -4.650 0.0350 0.0129 0.0518
C 1.201 2.131 -3.415 -0.0115 0.0281 -0.0625
N 0.716 0.902 -3.252 0.0134 0.0660 0.0013
H -1.166 -4.515 -4.565 0.0307 -0.0074 -0.0154
H -1.047 -3.702 -2.056 -0.0144 -0.0024 0.0072
H 0.775 -0.086 -6.467 -0.0095 -0.0052 0.0037
H 1.682 2.202 -6.749 -0.0018 0.0043 0.0020
H 1.947 3.656 -4.725 -0.0031 -0.0036 -0.0103
H 1.296 2.733 -2.516 -0.0369 -0.0060 0.0102
S 1.748 -1.316 -0.019 -0.0395 -0.0805 0.0018
C 2.394 -1.870 -1.447 0.1343 -0.0321 0.0441
N 2.963 -0.960 -2.314 -0.0176 -0.0186 0.0098
C 3.459 -1.278 -3.524 -0.0171 0.0658 0.0376
C 3.454 -2.575 -3.919 0.0191 -0.0257 -0.0406
C 2.924 -3.499 -2.989 -0.0164 0.0185 0.0039
N 2.430 -3.184 -1.823 -0.0681 0.0054 0.0168
H 2.905 0.004 -2.016 -0.0019 0.0027 -0.0146
H 3.834 -0.456 -4.118 0.0105 -0.0085 -0.0142
H 3.841 -2.884 -4.876 -0.0031 0.0083 -0.0017
H 2.912 -4.556 -3.239 0.0040 -0.0045 0.0133
F -0.169 3.227 0.274 0.1379 0.0945 0.0827
P -1.485 4.173 0.629 0.0642 -0.2608 -0.1070
F -2.794 5.020 0.949 -0.0209 0.0178 0.0122
F -0.635 5.478 0.278 -0.0292 0.0182 0.0013
F -2.306 2.766 0.944 -0.0514 0.1514 0.1321
F -1.931 4.014 -0.927 -0.0269 -0.0197 -0.0629
F -1.014 4.217 2.160 -0.0065 0.0068 0.0254
```
Forces are in eV/Å.

=====

[4]
Here is a molecular structure, C19H26FI2N4 at a distorted geometry from OMol25. Energies are from ωB97M-V/def2-TZVPD.

Computed properties:
- E_tot: -1653.28094 hartree
- Strongest force on any atom: 0.127 Eh/bohr
- Net charge: +1

The geometry in XYZ format:
```
52
Properties=species:S:1:pos:R:3:forces:R:3
C 1.727 -1.546 2.086 -1.4513 -1.7213 -1.3853
C 0.719 -2.458 1.507 1.2120 3.4074 3.3290
N 0.731 -3.042 0.075 2.7026 -1.4048 2.6863
C 0.336 -2.079 -0.992 -2.1659 2.6216 -2.9503
C -0.387 -0.676 -0.483 -0.6217 1.0582 -1.4055
N 0.623 0.451 -0.213 -1.2277 -0.3719 -0.1741
C 2.229 -3.323 -0.191 3.3277 -0.5013 -1.1717
C 2.485 -4.093 -1.655 0.1117 -0.1573 -0.2657
F 3.572 -5.135 -1.539 -2.7463 2.8880 -0.0990
C -0.035 -4.329 0.226 -5.8122 -2.9503 -0.3180
I 0.904 -6.325 0.633 0.1369 2.1566 -0.3203
C -1.543 -4.469 0.214 3.5877 1.9162 -0.3383
C -2.551 -3.204 0.046 -0.4687 0.1477 0.3837
I -2.579 -6.430 0.482 0.8021 2.1083 -0.2934
H 2.900 -1.682 1.991 -2.7386 0.7965 -0.7127
H 1.373 -0.587 2.702 0.6372 -3.0212 -0.5495
H -0.176 -2.783 2.227 1.4937 1.2542 -2.4930
H 1.226 -1.668 -1.674 -1.6172 -1.2781 2.0092
H -0.385 -2.644 -1.753 1.5170 1.0805 1.8910
H -0.997 -0.293 -1.436 1.1430 -1.2373 1.9398
H -1.180 -0.810 0.359 1.7290 0.1021 -1.4569
H 0.515 1.217 -0.944 0.1180 -1.3081 1.3575
H 0.443 0.888 0.721 -0.0090 -0.4848 -1.3797
H 2.748 -3.880 0.707 -1.4745 0.7745 -1.9265
H 2.845 -2.307 -0.325 -1.9976 -1.9954 0.6242
H 1.524 -4.616 -2.070 1.8916 0.7248 1.0346
H 2.785 -3.267 -2.453 -0.1524 -2.0611 1.7392
H -2.413 -2.589 -0.962 -0.0587 -1.4084 2.2639
H -2.417 -2.491 0.992 -0.1874 -1.4660 -2.1396
H -3.675 -3.546 0.066 2.3795 0.4500 -0.0315
N -1.795 2.282 1.074 -0.8440 0.0530 0.4406
C -2.017 3.017 2.185 0.2351 -0.4294 -0.6819
C -3.269 3.194 2.754 -0.1862 -0.1238 -0.1438
C -4.361 2.585 2.145 -0.0078 0.0092 0.0302
C -4.163 1.823 0.998 0.0267 0.1111 0.1856
C -2.874 1.701 0.506 0.7078 0.3408 0.3298
H -1.134 3.475 2.622 -0.0907 -0.0015 0.0088
H -3.389 3.794 3.650 0.0338 -0.0517 -0.1005
H -5.357 2.702 2.562 0.1290 -0.0096 -0.0570
H -4.994 1.336 0.500 0.0869 0.0552 0.0259
H -2.668 1.114 -0.384 -0.0840 0.0705 0.0182
N 1.199 3.532 -2.136 0.6369 0.4995 0.4489
C 0.997 4.132 -0.942 0.0172 -0.3943 -0.7096
C 1.864 5.063 -0.392 0.2165 0.0250 -0.1807
C 3.009 5.398 -1.106 0.0203 0.0082 0.0074
C 3.246 4.796 -2.337 -0.0956 0.1010 0.2408
C 2.319 3.879 -2.806 -0.7274 -0.3160 0.3006
H 0.091 3.835 -0.422 0.0258 0.0285 0.0253
H 1.650 5.516 0.570 -0.0014 -0.0442 -0.0936
H 3.713 6.123 -0.706 -0.0861 -0.0863 -0.0539
H 4.129 5.035 -2.917 -0.1046 -0.0330 0.0372
H 2.456 3.384 -3.764 0.0313 0.0686 0.0740
```
Forces are in eV/Å.